Entry from the OMol25 dataset: 10 unconnected molecules or ions with the total composition C20H60O10S6 in a non-equilibrium geometry (ωB97M-V/def2-TZVPD).

Geometry as XYZ:
```
96
C20H60O10S6 ωB97M-V/def2-TZVPD
S -0.1994 4.9498 -0.5945
S -5.8747 0.8771 1.6567
S -4.6471 0.0742 -3.4655
S 4.5672 0.4647 -1.5382
S 2.3920 -3.1261 -3.6012
S 0.3189 -1.5159 4.8519
O -1.1374 2.6001 -4.5577
O -6.5709 0.0991 0.4487
O 1.5518 -1.5707 5.8025
O 2.5922 -1.9411 -4.6605
O -1.6004 -2.4400 2.4329
O 4.6748 -0.3673 -0.3369
O -1.6391 5.3849 -0.4506
O 2.8970 -1.1542 1.6126
O -4.0695 1.1610 -4.2804
O -1.3213 -0.6585 0.1762
C -1.5214 -3.8760 2.0585
C -5.8554 2.5351 1.4851
C 0.3269 0.1468 4.1513
C 6.3772 0.3442 -2.1359
C 0.0913 3.8089 0.6246
C 0.3755 1.2365 0.2197
C -0.8762 -4.2108 0.8215
C 2.9547 -2.5295 1.7754
C -4.2370 0.3293 -1.7098
C 0.0067 -0.2347 -0.1099
C 0.8881 1.5044 -3.4341
C -0.5409 1.3756 -4.0412
C 2.9616 -2.5749 -1.9510
C -3.7018 -1.3472 -4.0712
C 0.6698 -2.9163 -3.1461
C 0.6287 6.3358 0.2900
C 3.4916 -3.0042 3.1100
C -4.1060 0.3920 1.8279
C -0.9506 -1.0513 6.0604
C 4.6374 2.2090 -1.1210
H 6.6949 0.8547 -3.1029
H -3.8602 -0.4540 1.5794
H 0.5703 0.7561 4.9277
H -0.0289 1.4084 1.0736
H 0.0215 1.9159 -0.5160
H 3.8077 2.5203 -0.3326
H 5.4473 2.6192 -0.5265
H -1.7322 -0.9750 5.4911
H -2.3476 -2.4996 2.9000
H 0.6960 -1.8384 -3.0006
H -0.7281 0.5740 -4.8131
H 0.8613 2.3065 -2.7293
H 3.5796 -3.1287 1.1383
H 1.4958 1.3868 0.0895
H -0.0999 4.1059 1.8387
H -3.7028 -1.4416 -5.2846
H -1.1180 1.0712 -3.1483
H 0.2380 -0.3855 -1.0482
H 1.0945 0.1138 3.4482
H -3.6337 0.5523 2.8787
H 1.9794 -2.9587 1.5491
H 0.5273 6.4442 1.3865
H -7.0037 2.9426 1.1230
H -5.4658 2.9841 2.3803
H -0.6433 -0.2138 6.5060
H 0.3814 7.2283 -0.3747
H 3.2124 -4.0492 3.2803
H -4.6313 1.1500 -1.1562
H -0.4855 2.8605 0.2546
H 6.7854 0.6801 -1.4238
H 2.6277 -1.6775 -1.7844
H 2.7150 -2.5055 3.8266
H 4.4154 -2.7206 3.4074
H 4.0223 -2.4720 -2.1273
H -0.7251 0.5112 3.6675
H 0.1871 -3.1589 -4.1795
H -3.0834 0.5197 -1.6990
H 1.5788 1.9011 -4.1741
H -1.3703 -3.7771 -0.2073
H 6.7745 -0.8236 -2.1848
H -2.0530 2.3466 -4.5496
H -2.5874 -1.1781 -3.6802
H 2.7005 -3.0206 -0.9776
H -3.4980 1.0572 1.0906
H 1.0738 3.5965 0.8675
H 3.6688 -0.7147 1.1887
H -4.4022 -0.7540 -1.1225
H 0.6779 -0.6916 0.6022
H -4.0159 -2.2499 -3.8602
H -1.3340 -1.1302 0.8455
H 4.3193 2.9138 -1.8194
H 1.5900 6.0646 0.2278
H -2.4756 -4.3457 1.9654
H -0.6035 -5.2388 0.6440
H -5.3744 3.0224 0.6803
H 0.4086 -3.7831 -2.5342
H -1.1344 -1.9106 6.5634
H 1.2043 0.7802 -2.8171
H -1.0154 -4.4271 2.8133
H 0.2423 -3.9746 0.7390
```

## Properties
strongest force on any atom: 13.41 eV Å⁻¹
ΔE to the lowest compared entry with this formula, charge and spin: 108.4 kcal/mol
E_LUMO: -0.02 eV
Kohn-Sham gap: 8.444 eV

---

Entry from the OMol25 dataset: 6 unconnected molecules or ions with the total composition C20H38F6N6O8S2 in a non-equilibrium geometry (ωB97M-V/def2-TZVPD).

Geometry as XYZ:
```
80
C20H38F6N6O8S2 ωB97M-V/def2-TZVPD
S 1.2582 -0.2508 0.2723
S -2.5188 -3.9747 -1.5733
F 0.2252 -1.9384 1.9952
F -0.2149 0.1321 2.5084
F -0.5565 -2.2947 -0.9771
F 0.1235 -4.1309 -1.8066
F -0.8316 -2.6304 -3.1252
F -1.2003 -0.9209 0.8380
O 4.1509 -0.9369 -2.7245
O 0.7126 0.7486 -0.6290
O 1.4952 -1.5729 -0.2944
O 2.3484 0.3608 1.0371
O -2.8005 -4.9080 -2.6443
O 1.9015 -5.9944 -1.3425
O -2.3435 -4.5782 -0.2565
O -3.4360 -2.8325 -1.6130
N -5.6586 -0.9694 0.1019
N 4.5517 0.6275 -1.0262
N -4.5132 0.5147 1.1936
N 1.4231 -4.1819 0.0578
N -0.3790 4.9866 0.0325
N 1.0922 4.1933 1.4417
C 2.6043 -3.8636 -2.1579
C 0.7648 4.2834 0.1461
C -2.6586 2.1561 1.0990
C -1.1232 5.2695 -1.1951
C -4.0513 1.8129 1.6573
C -4.0412 -0.7135 1.5789
C -0.0801 -0.7387 1.5144
C 4.9229 1.1958 -3.4466
C 2.1015 2.5868 3.0716
C -0.6721 5.5048 1.2838
C 4.5764 0.1235 -2.4524
C 0.1954 4.9777 2.1535
C 0.6560 -4.9920 1.0670
C 2.3284 3.6488 1.9809
C -0.8380 -3.2069 -1.9437
C 4.9130 -0.4295 -0.0034
C -6.6264 -1.6132 -0.7778
C -5.5333 0.3373 0.3547
C 1.9188 -4.8198 -1.2387
C -4.7800 -1.6377 0.9163
H -6.1515 1.1009 -0.0856
H 3.7114 1.1675 -0.7842
H 2.7705 4.5166 2.4727
H -2.4669 3.2067 0.8809
H -2.0628 4.7252 -1.1489
H 2.8816 -4.2809 -3.1196
H 0.4344 5.1136 3.1953
H -4.7850 2.5426 1.3044
H 1.4454 1.7821 2.7711
H -4.6364 -2.7043 0.8483
H 2.2648 -3.8225 0.5051
H -3.2135 -0.9182 2.2310
H -2.2774 1.6064 0.2400
H -0.3631 -5.0511 0.6933
H -1.2843 6.3336 -1.3488
H 2.9391 3.2236 1.1894
H -1.4724 6.2135 1.4144
H 3.4233 -3.3036 -1.7075
H 3.1088 2.2759 3.3469
H 5.2419 0.0027 0.9378
H 5.2711 1.3544 -0.9804
H 5.0549 0.7442 -4.4305
H 1.1161 -5.9809 1.0489
H -0.4593 4.9138 -1.9809
H -7.0263 -0.8630 -1.4530
H 0.9344 -3.3613 -0.3227
H -6.1154 -2.4410 -1.2679
H 1.3628 3.8664 -0.6457
H 1.8893 -3.0566 -2.3578
H 1.7362 3.1147 3.9546
H 5.9540 1.5305 -3.2877
H 4.2120 2.0148 -3.5301
H -2.0201 1.8916 1.9434
H 0.8802 -4.6118 2.0579
H -7.4333 -2.0466 -0.1873
H 5.7753 -0.9771 -0.3813
H -4.1393 1.9598 2.7323
H 4.0933 -1.1122 0.1785
```

## Properties
strongest force on any atom: 3.02 eV Å⁻¹
ΔE to the lowest compared entry with this formula, charge and spin: 0.0 kcal/mol
E_LUMO: -5.32 eV
Kohn-Sham gap: 7.151 eV
net charge: +2

---

Entry from the OMol25 dataset: 2 unconnected molecules or ions with the total composition CH7N2 in a non-equilibrium geometry (ωB97M-V/def2-TZVPD).

Geometry as XYZ:
```
10
CH7N2 ωB97M-V/def2-TZVPD
N 0.4804 -0.5112 0.4749
N -1.6780 0.4768 -0.8690
C 1.6328 -0.0816 0.4700
H -1.1693 1.1501 -1.3054
H 2.2884 0.0237 -0.3855
H -1.9673 0.7996 0.0358
H 0.1856 -1.1667 1.2576
H -0.3876 0.0433 0.0726
H 2.2400 -0.3431 1.3970
H -2.6036 0.2229 -1.1332
```

## Properties
strongest force on any atom: 6.28 eV Å⁻¹
ΔE to the lowest compared entry with this formula, charge and spin: 50.5 kcal/mol
E_LUMO: -5.82 eV
Kohn-Sham gap: 9.750 eV
net charge: +1

---

Entry from the OMol25 dataset: a molecular structure, C24H46N8O3Si2 in a non-equilibrium geometry (ωB97M-V/def2-TZVPD).

Geometry as XYZ:
```
83
C24H46N8O3Si2 ωB97M-V/def2-TZVPD
Si 1.5137 0.6489 -0.5054
Si 1.2604 0.6585 2.3105
O 2.1931 1.2100 0.9601
O -4.4150 0.1792 -1.1602
O 0.5490 1.8717 -1.2354
N 3.2172 -0.5871 -3.6575
N 8.0080 -1.7106 0.3214
N -5.1076 7.1312 -3.3870
N -4.4777 3.9352 1.0914
N 12.1369 0.0214 4.2534
N 2.2373 -4.1112 0.6578
N 2.6388 -2.3081 3.6955
N -3.4517 -4.0367 -0.5496
C 9.8264 -0.0957 3.0539
C -2.6609 -0.9206 0.1416
C -4.4360 -4.1388 -1.1282
C -0.5163 1.3068 2.2633
C 3.6698 -2.3147 3.1951
C -4.9336 4.7565 0.4340
C 6.2703 -1.5687 -1.6150
C 4.9815 -2.3197 2.5593
C -3.4613 5.1463 -3.7651
C -1.5192 0.5131 3.1502
C -3.2839 -0.6544 -1.2601
C -4.0637 1.4567 -0.6662
C -5.6918 -4.2546 -1.8603
C -0.0855 -4.1878 -0.5214
C -5.5063 5.7964 -0.4145
C -1.6032 -1.0168 2.8287
C -3.0880 -1.4433 2.6731
C 1.2162 -4.1488 0.1380
C 7.2414 -1.6478 -0.5293
C 2.7535 0.2559 -4.2812
C 2.1568 1.3304 -5.0654
C -3.6930 -1.2421 1.2515
C -4.3828 6.2585 -3.5559
C 11.1204 -0.0302 3.7256
H 4.9167 -2.6401 1.5199
H 1.7861 0.9617 -6.0214
H 1.3187 1.7836 -4.5354
H 1.2022 -0.8126 2.2060
H 2.8820 2.1167 -5.2721
H 9.9209 -0.4925 2.0435
H -0.9507 -1.3354 2.0086
H 5.6676 -2.9966 3.0672
H -2.9262 5.2504 -4.7083
H -0.0029 -4.5816 -1.5340
H -4.7955 6.6016 -0.5925
H 0.5784 -0.4709 -0.2553
H -4.4732 -0.4703 1.2564
H 6.7488 -1.7053 -2.5840
H -0.4916 2.3434 2.6579
H 1.9526 0.9313 3.5881
H -1.9247 -1.7390 0.1105
H -3.5179 -1.6241 -1.7103
H -5.8002 5.4013 -1.3846
H -2.7197 5.0931 -2.9680
H -5.5260 -4.6261 -2.8711
H -3.9910 4.1939 -3.7882
H -4.9492 2.0880 -0.7909
H -6.1910 -3.2886 -1.9393
H -2.4922 -0.1735 -1.8709
H 2.5389 0.2404 -1.4611
H -3.2050 1.8584 -1.2412
H 5.4329 -1.3277 2.5701
H -3.2117 -2.4728 3.0410
H 5.5018 -2.3352 -1.5177
H -3.6795 -0.8231 3.3683
H -6.3929 6.2381 0.0392
H -2.1128 -0.0136 0.4436
H 9.1316 -0.7383 3.5932
H -0.5232 -3.1922 -0.5885
H -3.8109 1.4780 0.4022
H 9.3696 0.8906 2.9775
H -0.7871 -4.8187 0.0234
H 5.7681 -0.6020 -1.6301
H -4.2025 -2.1775 0.9774
H -6.3758 -4.9414 -1.3629
H -1.3024 0.6737 4.2178
H -2.5180 0.9549 2.9935
H -1.2278 -1.5398 3.7251
H -0.3364 1.8372 -0.8834
H -0.9353 1.4092 1.2472
```

## Properties
strongest force on any atom: 2.13 eV Å⁻¹
ΔE to the lowest compared entry with this formula, charge and spin: 20.4 kcal/mol
E_LUMO: -0.03 eV
Kohn-Sham gap: 9.840 eV

---

Entry from the OMol25 dataset: 3 unconnected molecules or ions with the total composition C21H23F3O14S in a non-equilibrium geometry (ωB97M-V/def2-TZVPD).

Geometry as XYZ:
```
62
C21H23F3O14S ωB97M-V/def2-TZVPD
S 5.7215 -2.6061 2.2789
F -1.1376 0.0339 4.5474
F -1.4014 2.1803 3.4603
F -3.1958 0.4789 3.4090
O -6.8862 3.4516 -0.9437
O 6.4982 0.6707 0.8206
O -1.1783 -1.3211 1.7707
O 0.0245 -0.0944 -0.9298
O -6.3784 4.2108 -3.5320
O -3.1841 -1.1033 -5.0408
O 5.3010 -1.1195 2.9962
O -2.0033 2.5579 -2.8338
O 7.4174 1.2542 1.5827
O 7.0672 -3.0711 2.9357
O 4.5722 -3.7747 2.7606
O 0.6330 1.0987 -3.3255
O -2.5375 1.7181 -0.2757
O -3.8427 -2.2248 -2.6236
C 0.0361 -1.9409 2.3304
C -1.7049 0.7051 3.3553
C -4.1760 3.3959 -3.2465
C 1.1549 -2.3636 1.1687
C -0.4708 0.2753 -3.1998
C 4.4386 -0.2978 2.1340
C -5.3993 3.6131 -2.7598
C -3.5083 2.3410 -1.0382
C -2.7232 -1.4240 -2.7559
C 2.7165 -2.3107 1.7653
C -4.7308 2.5615 -0.5505
C -2.4422 -0.8460 -4.0993
C -5.7590 3.2223 -1.3691
C -1.9241 -1.1801 -1.7154
C 5.2283 1.0212 1.4746
C -1.2679 0.0288 -4.2412
C -1.1461 0.1566 1.9147
C -3.1401 2.7568 -2.4199
C 3.5826 -1.1399 1.0073
C 3.4294 -3.7870 1.8013
C -0.7365 -0.3248 -1.8636
H 5.4701 1.7219 2.4062
H -0.2838 -2.9353 2.8580
H 2.6320 -4.5306 2.2846
H 3.6216 0.1873 2.8572
H -1.0853 0.4566 -5.2187
H 2.5866 -1.9578 2.8984
H 0.5495 -1.1528 3.0269
H 4.2053 -1.5002 0.0849
H 1.0469 1.1178 -2.4352
H -1.7419 1.6763 -0.8498
H -3.9003 3.6769 -4.2548
H -1.8818 0.5757 1.0740
H 3.7226 -4.1700 0.7307
H -2.1152 -1.5955 -0.7339
H -0.0713 0.5819 1.6196
H 2.7802 -0.3697 0.5736
H -4.2532 -2.2487 -3.5153
H 7.4649 0.7823 2.4691
H 0.9830 -3.5118 0.8979
H 1.0313 -1.7560 0.1720
H 4.4755 1.6236 0.8083
H -7.1724 4.2581 -2.9558
H -5.0113 2.2665 0.4528
```

## Properties
strongest force on any atom: 5.93 eV Å⁻¹
ΔE to the lowest compared entry with this formula, charge and spin: 145.8 kcal/mol
E_LUMO: -2.28 eV
Kohn-Sham gap: 7.700 eV